Record 1
Entry from OMol25: 5 unconnected molecules or ions with the total composition H10O5 (wB97M-V/def2-TZVPD).

ΔE to the lowest compared entry with this formula, charge and spin	51.7	kcal per mole
SMILES string	O.O.O.O.O
HOMO energy	-10.93	eV

The geometry in ORCA input format:
```
! wB97M-V def2-TZVPD RIJCOSX def2/J DEFGRID3
* xyz 0 1
O 0.421 -3.230 -0.287
H -0.007 -2.541 0.102
H 0.561 -3.618 0.578
O -0.887 2.737 0.158
H -0.872 3.293 -0.669
H -0.061 3.033 0.669
O -0.215 -0.024 -0.080
H -0.659 0.905 -0.255
H 0.307 0.024 -0.847
O -1.596 -0.647 2.388
H -2.252 -0.029 2.114
H -1.196 -0.782 1.617
O 2.055 -0.012 -1.716
H 1.716 0.360 -2.435
H 2.689 0.532 -1.339
*
```

Record 2
Entry from OMol25: C2H3Cl3N2 in the gas phase (wB97M-V/def2-TZVPD).

ΔE to the lowest compared entry with this formula, charge and spin	0.0	kcal per mole
SMILES string	[H]/N=C(\N)C(Cl)(Cl)Cl
HOMO energy	-9.96	eV

The geometry in ORCA input format:
```
! wB97M-V def2-TZVPD RIJCOSX def2/J DEFGRID3
* xyz 0 1
C -0.267 0.376 0.040
C 1.192 -0.106 0.010
H -0.860 -1.608 -0.067
H -2.136 -0.497 -0.159
H -1.479 1.828 -0.012
N -1.175 -0.642 0.114
N -0.515 1.638 0.018
Cl 1.428 -1.154 -1.412
Cl 2.326 1.244 -0.023
Cl 1.486 -1.079 1.491
*
```

Record 3
Entry from OMol25: C4H4N4 in the gas phase (wB97M-V/def2-TZVPD).

ΔE to the lowest compared entry with this formula, charge and spin	41.8	kcal per mole
SMILES string	[H]/N=C(/C#N)[C@@H](N)C#N
HOMO energy	-10.92	eV

The geometry in ORCA input format:
```
! wB97M-V def2-TZVPD RIJCOSX def2/J DEFGRID3
* xyz 0 1
C -0.483 -0.338 0.094
C -1.245 0.442 -0.867
C 0.947 -0.229 -0.407
C 1.449 1.122 -0.180
H -1.619 0.310 1.786
H -0.236 -0.321 2.169
H -0.815 -1.342 -0.136
H 1.241 -2.076 -1.177
N -0.647 0.170 1.428
N -1.957 1.082 -1.519
N 1.671 -1.084 -1.036
N 1.693 2.263 -0.155
*
```

Record 4
Entry from OMol25: a molecular structure, C23H42CeCl3N4O3Si (wB97M-V/def2-TZVPD).

ΔE to the lowest compared entry with this formula, charge and spin	82.2	kcal per mole
⟨S²⟩	0.751
HOMO energy	-7.00	eV

The geometry in ORCA input format:
```
! wB97M-V def2-TZVPD RIJCOSX def2/J DEFGRID3
* xyz 0 2
C -3.766 1.000 -1.349
C -2.826 1.036 -2.501
H -3.837 1.969 -0.841
H -3.498 0.245 -0.605
H -4.777 0.762 -1.723
C -3.162 1.760 -3.591
C -4.130 2.890 -3.565
H -2.830 1.471 -4.595
H -4.032 3.521 -2.673
H -5.178 2.573 -3.616
H -3.974 3.536 -4.435
Ce -0.804 -1.218 0.624
Cl -3.355 -1.344 1.059
Cl -0.495 -3.020 -1.323
C 1.933 -2.998 0.861
O 1.417 -1.851 1.094
N 3.229 -3.146 0.631
C 4.138 -2.029 0.898
C 3.679 -4.246 -0.210
H 1.315 -3.911 0.832
H 4.055 -1.713 1.950
H 3.926 -1.160 0.257
H 5.142 -2.399 0.673
H 3.344 -5.196 0.224
H 4.763 -4.200 -0.286
H 3.258 -4.155 -1.224
H -1.786 2.485 5.578
H -1.368 3.182 1.836
C -0.832 2.734 5.088
C -0.666 3.349 2.668
N -0.847 2.316 3.682
H -0.026 2.237 5.656
C -1.013 1.053 3.310
O -0.917 0.669 2.112
H 0.356 3.344 2.257
H -1.275 0.341 4.126
H -0.676 3.818 5.123
H -0.873 4.302 3.165
O -0.768 0.236 -1.252
C -1.591 0.095 -2.464
C -0.457 1.346 -4.402
C -0.779 0.136 -3.761
H -0.817 2.300 -4.007
C 0.322 1.347 -5.566
H -2.014 -0.921 -2.372
C -0.493 -1.070 -4.413
H 0.652 2.308 -5.978
C 0.666 0.138 -6.169
C 0.222 -1.064 -5.611
H -0.827 -1.986 -3.928
H 1.274 0.149 -7.071
H 0.465 -2.004 -6.108
Si 0.777 1.616 -1.589
Cl -0.645 3.208 -1.743
C 1.956 2.766 -2.655
C 1.943 0.266 -2.393
C 1.420 1.485 0.177
H 2.792 2.268 -3.177
H 2.383 3.460 -1.909
H 1.372 3.311 -3.415
H 0.692 1.834 0.905
H 2.330 2.102 0.229
H 1.705 0.465 0.477
H 1.833 0.241 -3.485
H 1.821 -0.769 -2.048
H 3.010 0.510 -2.226
C -0.140 -4.207 6.053
N -0.384 -2.833 5.590
C -0.255 -1.763 6.577
C -0.526 -2.557 4.317
N -0.680 -2.280 3.181
H -0.180 -4.179 7.147
H 0.861 -4.556 5.755
H -0.895 -4.905 5.663
H 0.675 -1.198 6.435
H -1.095 -1.058 6.513
H -0.233 -2.245 7.560
*
```

Record 5
Entry from OMol25: a molecular structure, C51H45As2Cl2IN2PW (wB97M-V/def2-TZVPD).

HOMO energy	-9.87	eV

The geometry in ORCA input format:
```
! wB97M-V def2-TZVPD RIJCOSX def2/J DEFGRID3
* xyz 1 1
W 0.580 -0.060 -0.689
I 2.907 1.029 0.386
C 3.463 0.270 2.320
C 4.590 0.919 2.755
C 5.190 0.584 3.972
C 4.660 -0.433 4.706
C 3.508 -1.127 4.275
C 3.035 -2.173 5.094
C 1.919 -2.877 4.757
C 1.233 -2.537 3.592
C 1.632 -1.515 2.746
P 0.344 -1.242 1.457
C -1.104 -0.715 2.464
C -2.270 -0.428 1.755
C -3.412 0.007 2.405
C -3.392 0.195 3.780
C -2.230 -0.062 4.491
C -1.092 -0.516 3.842
C -0.109 -2.968 0.993
C -1.413 -3.453 1.004
C -1.677 -4.747 0.572
C -0.649 -5.564 0.132
C 0.654 -5.087 0.122
C 0.920 -3.796 0.546
C 2.827 -0.775 3.052
H 5.029 1.692 2.138
H 6.066 1.123 4.305
H 5.123 -0.732 5.637
H 3.583 -2.403 5.999
H 1.550 -3.672 5.391
H 0.337 -3.092 3.349
H -2.265 -0.539 0.681
H -4.312 0.208 1.838
H -4.275 0.553 4.294
H -2.204 0.098 5.562
H -0.197 -0.710 4.417
H -2.225 -2.852 1.392
H -2.693 -5.122 0.597
H -0.863 -6.576 -0.186
H 1.470 -5.726 -0.194
H 1.937 -3.436 0.558
C -3.309 -0.518 -1.500
As -1.435 -0.845 -2.024
C -1.691 -2.661 -2.718
C -1.519 0.310 -3.641
C -2.549 0.148 -4.562
C -2.684 1.007 -5.643
C -1.789 2.054 -5.808
C -0.737 2.201 -4.917
C -0.587 1.329 -3.843
As 0.968 1.473 -2.640
C 0.978 3.396 -2.254
C 2.489 1.471 -3.883
H -3.950 -0.611 -2.373
H -3.411 0.488 -1.096
H -3.631 -1.244 -0.753
H -2.025 -2.655 -3.753
H -2.436 -3.166 -2.104
H -0.755 -3.212 -2.648
H -3.252 -0.668 -4.443
H -3.484 0.856 -6.354
H -1.904 2.745 -6.632
H -0.018 3.001 -5.055
H 0.954 3.980 -3.172
H 1.895 3.629 -1.710
H 0.130 3.666 -1.629
H 2.143 1.573 -4.909
H 3.045 0.540 -3.786
H 3.158 2.295 -3.639
Cl 4.059 -2.203 0.202
C 3.752 -2.628 -1.456
C 4.678 -3.400 -2.120
C 4.502 -3.702 -3.456
C 3.411 -3.197 -4.139
C 2.481 -2.432 -3.469
Cl 1.181 -1.739 -4.369
C 2.574 -2.115 -2.071
N 1.664 -1.389 -1.366
H 5.554 -3.754 -1.593
H 5.233 -4.309 -3.970
H 3.289 -3.395 -5.195
N -0.435 1.390 -0.025
C -1.100 2.353 0.500
C -0.545 3.158 1.616
C -1.009 4.448 1.902
C -0.461 5.183 2.939
C 0.568 4.662 3.710
C 1.065 3.399 3.417
C 0.512 2.666 2.385
C -2.438 2.698 -0.039
C -2.676 2.586 -1.409
C -3.901 2.923 -1.957
C -4.930 3.353 -1.131
C -4.724 3.427 0.240
C -3.491 3.108 0.784
H -1.790 4.885 1.296
H -0.843 6.174 3.144
H 0.976 5.232 4.534
H 1.874 2.976 4.000
H 0.890 1.683 2.174
H -1.879 2.254 -2.056
H -4.043 2.861 -3.029
H -5.891 3.617 -1.551
H -5.531 3.744 0.888
H -3.347 3.160 1.856
*
```

Record 6
Entry from OMol25: 2 unconnected molecules or ions with the total composition ClF2OS (wB97M-V/def2-TZVPD).

ΔE to the lowest compared entry with this formula, charge and spin	49.3	kcal per mole
HOMO energy	-15.90	eV

The geometry in ORCA input format:
```
! wB97M-V def2-TZVPD RIJCOSX def2/J DEFGRID3
* xyz 1 1
O 2.110 -1.216 -0.324
F -1.369 0.768 -0.578
F 1.247 -0.071 1.627
S 1.047 -0.413 0.118
Cl -3.035 0.932 -0.842
*
```

Record 7
Entry from OMol25: a gas-phase ion, C5H15N2S (charge +1) (wB97M-V/def2-TZVPD).

ΔE to the lowest compared entry with this formula, charge and spin	60.5	kcal per mole
SMILES string	CCNC[C@@H]([NH3+])CS
HOMO energy	-13.06	eV

The geometry in ORCA input format:
```
! wB97M-V def2-TZVPD RIJCOSX def2/J DEFGRID3
* xyz 1 1
N -1.824 0.239 -0.757
C -1.047 0.742 0.522
C -1.576 0.411 1.933
S -1.546 -1.396 2.332
C 0.469 0.478 0.354
N 0.606 0.620 -1.203
C 1.846 -0.073 -1.495
C 1.995 -1.509 -1.003
H -2.776 0.586 -0.688
H -1.802 -0.825 -0.812
H -1.299 0.722 -1.556
H -1.128 1.877 0.436
H -2.673 0.769 1.920
H -1.045 1.205 2.544
H -1.551 -1.182 3.721
H 0.681 -0.398 0.891
H 1.043 1.383 0.657
H 0.792 1.657 -1.414
H 2.610 0.696 -1.145
H 2.072 -0.084 -2.628
H 1.696 -1.685 0.105
H 1.461 -2.224 -1.661
H 2.995 -2.009 -1.052
*
```

Number 1: HOMO-LUMO gap 10.96 eV, energy -10398.608 eV. Number 2: HOMO-LUMO gap 10.55 eV, energy -42669.917 eV. Number 3: HOMO-LUMO gap 10.44 eV, energy -10171.026 eV. Number 4: HOMO-LUMO gap 6.70 eV, energy -95013.346 eV. Number 5: HOMO-LUMO gap 6.63 eV, energy -222531.136 eV. Number 6: HOMO-LUMO gap 6.03 eV, energy -30827.283 eV. Number 7: HOMO-LUMO gap 9.71 eV, energy -19235.190 eV.